1.
This record from OMol25 describes a molecular structure, C20H24BrCl3N5OSSiTeTi at a distorted geometry. The level of theory is ωB97M-V/def2-TZVPD.

The HOMO-LUMO gap comes out at 0.2384 Eh. The energy relative to the best compared isomer or geometry (same formula, charge and spin) is 1.9963 eV. The total charge is +1. The calculation puts the LUMO energy at -3.38 eV. The energy is -6885.2999 hartree.

Atoms and positions in Å:
Ti1 -0.090 0.578 0.548
Te1 -1.457 -1.683 0.955
C1 4.973 0.175 4.468
N1 4.152 -0.345 3.379
N2 3.001 0.267 2.950
C2 2.536 -0.435 1.906
O1 1.449 -0.081 1.303
C3 3.385 -1.507 1.656
C4 4.392 -1.412 2.601
C5 5.588 -2.271 2.815
C6 2.422 1.414 3.598
C7 1.674 1.230 4.749
C8 1.123 2.341 5.365
C9 1.315 3.605 4.819
C10 2.060 3.767 3.658
C11 2.629 2.663 3.041
H1 4.533 1.099 4.831
H2 5.977 0.377 4.100
H3 5.009 -0.548 5.280
H4 3.270 -2.242 0.880
H5 5.583 -3.092 2.103
H6 5.598 -2.686 3.823
H7 6.508 -1.701 2.675
H8 1.494 0.234 5.130
H9 0.526 2.217 6.258
H10 0.875 4.469 5.299
H11 2.197 4.750 3.230
H12 3.205 2.764 2.130
Cl1 0.232 3.048 0.447
Si1 1.490 1.865 -1.144
Cl2 3.399 2.445 -0.608
Cl3 1.019 2.931 -2.827
Br1 -0.435 -0.864 -2.502
C12 -1.751 0.420 -2.113
C13 -2.721 0.680 -3.062
C14 -3.715 1.582 -2.737
C15 -3.694 2.184 -1.488
C16 -2.677 1.876 -0.615
N3 -1.705 0.990 -0.912
H13 -2.687 0.180 -4.018
H14 -4.496 1.809 -3.451
H15 -4.450 2.896 -1.188
H16 -2.614 2.331 0.361
C17 -4.044 -0.368 2.908
N4 -2.842 -0.724 3.625
C18 -2.840 -2.056 4.215
C19 -1.363 -2.289 4.563
N5 -0.668 -1.153 3.925
C20 -1.590 -0.554 3.014
S1 -1.204 1.136 2.515
H17 -4.253 -1.082 2.100
H18 -3.941 0.626 2.477
H19 -4.884 -0.359 3.602
H20 -3.196 -2.797 3.486
H21 -3.497 -2.086 5.082
H22 -1.022 -3.244 4.159
H23 -1.185 -2.285 5.637
H24 0.174 -1.442 3.446

=====

2.
This record from OMol25 describes a molecular structure, C20H24Cl2N7PPdTe at a distorted geometry. The level of theory is ωB97M-V/def2-TZVPD.

The HOMO-LUMO gap (spin up / spin down) comes out at 0.2293 / 0.2221 Eh. As for the expectation value of S²: 2.0389. The energy relative to the best compared isomer or geometry (same formula, charge and spin) is 1.4835 eV. The total charge is 0. The spin multiplicity is 3. The calculation puts the LUMO energy (spin up / spin down) at 0.49 / -0.39 eV. The energy is -2817.3266 hartree.

Atoms and positions in Å:
Pd1 0.035 0.040 1.222
C1 -1.491 1.175 -3.180
N1 -1.765 1.319 -1.780
C2 -2.982 1.144 -1.195
C3 -2.797 1.301 0.152
N2 -1.491 1.565 0.401
C4 -0.868 1.542 -0.777
P1 0.835 2.177 -1.004
C5 1.087 2.724 0.724
N3 0.944 2.022 1.837
C6 1.238 2.848 2.860
C7 1.577 4.079 2.367
N4 1.478 3.993 1.016
C8 1.758 5.040 0.076
C9 1.882 0.678 -0.847
N5 2.469 0.312 0.282
C10 3.365 -0.640 -0.046
C11 3.346 -0.849 -1.401
N6 2.415 0.005 -1.906
C12 2.063 0.164 -3.286
H1 -2.334 1.559 -3.752
H2 -1.345 0.122 -3.431
H3 -0.598 1.746 -3.439
H4 -3.861 0.912 -1.763
H5 -3.516 1.261 0.949
H6 1.187 2.520 3.881
H7 1.877 4.983 2.857
H8 2.035 5.942 0.620
H9 0.878 5.247 -0.536
H10 2.581 4.754 -0.582
H11 3.969 -1.107 0.710
H12 3.903 -1.515 -2.029
H13 2.929 -0.058 -3.912
H14 1.757 1.199 -3.453
H15 1.243 -0.502 -3.569
C13 2.304 -3.878 2.859
Te1 0.799 -2.515 1.881
C14 1.474 -3.353 0.015
H16 2.101 -4.901 2.561
H17 2.221 -3.808 3.936
H18 3.314 -3.616 2.562
H19 2.557 -3.394 -0.026
H20 1.082 -2.732 -0.781
H21 1.069 -4.357 -0.081
Cl1 -1.785 -0.793 3.029
C15 -2.731 -1.533 1.777
C16 -4.024 -1.921 2.026
C17 -4.781 -2.510 1.021
C18 -4.240 -2.659 -0.253
C19 -2.948 -2.272 -0.494
Cl2 -2.291 -2.395 -2.091
C20 -2.076 -1.756 0.518
N7 -0.795 -1.610 0.293
H22 -4.449 -1.752 3.004
H23 -5.782 -2.849 1.227
H24 -4.825 -3.096 -1.048

=====

3.
This record from OMol25 describes a single C20H24Cl2O4 molecule at a distorted geometry. The level of theory is ωB97M-V/def2-TZVPD.

The HOMO-LUMO gap comes out at 0.3532 Eh. The energy relative to the best compared isomer or geometry (same formula, charge and spin) is 0.0000 eV. The total charge is 0. Its structure (SMILES) is COC(=O)[C@@H]1CC(=O)C[C@@]2(C)c3cc(Cl)c([C@@H](C)CO)c(Cl)c3CC[C@H]12. The calculation puts the LUMO energy at 0.41 eV. The energy is -1997.8601 hartree.

Atoms and positions in Å:
C1 -0.981 -5.007 -2.671
O1 -0.020 -4.533 -1.686
C2 0.892 -3.577 -2.072
O2 1.065 -3.184 -3.231
C3 1.769 -2.914 -0.982
C4 1.828 -3.731 0.327
C5 0.665 -3.381 1.283
O3 0.051 -4.279 1.891
C6 0.279 -1.922 1.556
C7 0.150 -1.120 0.180
C8 -1.151 -1.603 -0.534
C9 -0.060 0.384 0.455
C10 -0.891 0.797 1.530
C11 -1.220 2.156 1.765
Cl1 -2.341 2.475 3.052
C12 -0.672 3.123 0.909
C13 -0.910 4.605 1.126
C14 -2.317 4.979 0.624
C15 -0.560 5.068 2.553
O4 0.682 4.531 2.957
C16 0.189 2.692 -0.166
Cl2 0.980 3.846 -1.206
C17 0.476 1.339 -0.398
C18 1.419 1.004 -1.532
C19 1.469 -0.488 -1.888
C20 1.430 -1.392 -0.652
H1 -0.473 -5.595 -3.473
H2 -1.492 -4.150 -3.141
H3 -1.705 -5.644 -2.215
H4 2.808 -2.909 -1.426
H5 2.766 -3.562 0.827
H6 1.778 -4.795 0.085
H7 0.991 -1.450 2.227
H8 -0.662 -1.930 2.069
H9 -1.088 -2.631 -0.862
H10 -1.991 -1.584 0.163
H11 -1.387 -1.060 -1.438
H12 -1.335 0.051 2.165
H13 -0.212 5.203 0.551
H14 -2.506 4.482 -0.331
H15 -2.452 6.052 0.509
H16 -3.048 4.638 1.392
H17 -0.508 6.166 2.564
H18 -1.319 4.747 3.217
H19 0.869 3.670 2.561
H20 2.413 1.324 -1.184
H21 1.124 1.537 -2.452
H22 0.604 -0.707 -2.498
H23 2.370 -0.696 -2.494
H24 2.234 -1.023 -0.008

=====

4.
This record from OMol25 describes a single C20H24ClN3O3S molecule. The level of theory is ωB97M-V/def2-TZVPD.

The HOMO-LUMO gap comes out at 0.3359 Eh. The energy relative to the best compared isomer or geometry (same formula, charge and spin) is 0.0484 eV. The total charge is 0. Its structure (SMILES) is COCc1csc(C(=O)N2CCC[C@@H](NC(=O)c3ccc(Cl)c(N)c3)[C@@H]2C)c1. The calculation puts the LUMO energy at 0.51 eV. The energy is -2024.9281 hartree.

Atoms and positions in Å:
C1 -1.503 4.369 2.477
O1 -0.567 3.419 2.929
C2 -1.156 2.144 3.096
C3 -0.086 1.147 3.404
C4 0.021 0.434 4.560
S1 1.369 -0.617 4.551
C5 1.790 -0.140 2.958
C6 3.023 -0.671 2.314
O2 4.096 -0.558 2.885
N1 2.912 -1.283 1.097
C7 4.143 -1.598 0.379
C8 4.228 -0.700 -0.855
C9 2.961 -0.781 -1.708
C10 1.692 -0.614 -0.872
N2 0.517 -0.757 -1.709
C11 -0.607 -0.023 -1.510
O3 -0.706 0.804 -0.617
C12 -1.740 -0.298 -2.455
C13 -1.549 -0.783 -3.746
C14 -2.650 -1.005 -4.555
C15 -3.924 -0.755 -4.077
Cl1 -5.292 -1.039 -5.113
C16 -4.141 -0.263 -2.787
N3 -5.414 -0.057 -2.295
C17 -3.018 -0.035 -1.992
C18 1.728 -1.621 0.294
C19 0.399 -1.849 1.003
C20 0.946 0.815 2.484
H1 -0.982 5.317 2.372
H2 -1.923 4.079 1.506
H3 -2.326 4.491 3.192
H4 -1.901 2.169 3.903
H5 -1.671 1.857 2.169
H6 -0.625 0.484 5.422
H7 4.982 -1.437 1.047
H8 4.122 -2.654 0.092
H9 4.372 0.329 -0.514
H10 5.101 -0.966 -1.454
H11 2.982 -0.028 -2.498
H12 2.917 -1.762 -2.199
H13 1.646 0.390 -0.449
H14 0.494 -1.499 -2.389
H15 -0.557 -0.947 -4.146
H16 -2.531 -1.364 -5.568
H17 -5.487 0.574 -1.515
H18 -6.147 0.043 -2.978
H19 -3.134 0.357 -0.989
H20 1.990 -2.592 -0.148
H21 -0.217 -2.481 0.361
H22 0.550 -2.379 1.943
H23 -0.150 -0.935 1.199
H24 1.023 1.265 1.504

=====

> The lowest energy relative to the best compared isomer or geometry (same formula, charge and spin) belongs to which entry?

C20H24Cl2O4

=====

Copy entry 2 word for word.
This record from OMol25 describes a molecular structure, C20H24Cl2N7PPdTe at a distorted geometry. The level of theory is ωB97M-V/def2-TZVPD.

The HOMO-LUMO gap (spin up / spin down) comes out at 0.2293 / 0.2221 Eh. As for the expectation value of S²: 2.0389. The energy relative to the best compared isomer or geometry (same formula, charge and spin) is 1.4835 eV. The total charge is 0. The spin multiplicity is 3. The calculation puts the LUMO energy (spin up / spin down) at 0.49 / -0.39 eV. The energy is -2817.3266 hartree.

Atoms and positions in Å:
Pd1 0.035 0.040 1.222
C1 -1.491 1.175 -3.180
N1 -1.765 1.319 -1.780
C2 -2.982 1.144 -1.195
C3 -2.797 1.301 0.152
N2 -1.491 1.565 0.401
C4 -0.868 1.542 -0.777
P1 0.835 2.177 -1.004
C5 1.087 2.724 0.724
N3 0.944 2.022 1.837
C6 1.238 2.848 2.860
C7 1.577 4.079 2.367
N4 1.478 3.993 1.016
C8 1.758 5.040 0.076
C9 1.882 0.678 -0.847
N5 2.469 0.312 0.282
C10 3.365 -0.640 -0.046
C11 3.346 -0.849 -1.401
N6 2.415 0.005 -1.906
C12 2.063 0.164 -3.286
H1 -2.334 1.559 -3.752
H2 -1.345 0.122 -3.431
H3 -0.598 1.746 -3.439
H4 -3.861 0.912 -1.763
H5 -3.516 1.261 0.949
H6 1.187 2.520 3.881
H7 1.877 4.983 2.857
H8 2.035 5.942 0.620
H9 0.878 5.247 -0.536
H10 2.581 4.754 -0.582
H11 3.969 -1.107 0.710
H12 3.903 -1.515 -2.029
H13 2.929 -0.058 -3.912
H14 1.757 1.199 -3.453
H15 1.243 -0.502 -3.569
C13 2.304 -3.878 2.859
Te1 0.799 -2.515 1.881
C14 1.474 -3.353 0.015
H16 2.101 -4.901 2.561
H17 2.221 -3.808 3.936
H18 3.314 -3.616 2.562
H19 2.557 -3.394 -0.026
H20 1.082 -2.732 -0.781
H21 1.069 -4.357 -0.081
Cl1 -1.785 -0.793 3.029
C15 -2.731 -1.533 1.777
C16 -4.024 -1.921 2.026
C17 -4.781 -2.510 1.021
C18 -4.240 -2.659 -0.253
C19 -2.948 -2.272 -0.494
Cl2 -2.291 -2.395 -2.091
C20 -2.076 -1.756 0.518
N7 -0.795 -1.610 0.293
H22 -4.449 -1.752 3.004
H23 -5.782 -2.849 1.227
H24 -4.825 -3.096 -1.048

=====

> Among the records above, which one has the highest energy?

C20H24Cl2O4